<P>
Density functional theory data (ωB97M-V/def2-TZVPD) for a 2-piece molecular cluster, C3H9N2 overall.

Last column: Löwdin charge in e.
Positions of all 14 atoms, in Å:
C1 -0.4730 -0.4171 -2.0838  0.20
N1 0.5901 0.0150 -1.5495  0.22
H1 -1.1910 -0.9907 -1.4742  0.13
H2 -0.6959 -0.1988 -3.1110  0.14
H3 1.2309 0.6557 -2.0119  0.18
H4 0.6345 -0.0967 -0.5404  0.07
C2 -0.6022 -0.8401 0.9677  0.15
C3 0.3681 -0.0727 1.5321  -0.11
N2 0.2538 1.2786 1.8721  0.29
H5 -1.5807 -0.4859 0.7598  0.10
H6 -0.4230 -1.9175 0.6921  0.15
H7 1.3658 -0.5063 1.7562  0.17
H8 -0.5577 1.7546 1.5181  0.15
H9 1.0803 1.8220 1.6726  0.16

The expectation value of S² is 0.77. As for the multiplicity: 2. As for the total charge: +2.

<Q>
Density functional theory data (ωB97M-V/def2-TZVPD) for an isolated ion of composition C3H9N2 and charge +2.

Last column: Löwdin charge in e.
Positions of all 14 atoms, in Å:
C1 -0.5782 -1.3619 -0.1148  0.03
C2 -0.0085 -0.0228 -0.2821  -0.14
C3 0.2465 0.9445 0.7063  0.00
N1 -0.0264 0.7549 1.9616  0.29
N2 0.4883 0.3205 -1.6319  0.28
H1 0.2104 -2.0795 0.1686  0.15
H2 -1.1309 -1.7055 -0.9857  0.12
H3 -1.2581 -1.4083 0.7463  0.12
H4 0.6528 1.9216 0.4646  0.17
H5 -0.4978 -0.0827 2.3125  0.17
H6 0.0826 1.4921 2.6622  0.19
H7 -0.1883 0.9336 -2.1178  0.21
H8 0.6041 -0.4999 -2.2448  0.20
H9 1.4034 0.7934 -1.6451  0.20

The expectation value of S² is 0.76. As for the multiplicity: 2. As for the total charge: +2.

<R>
Density functional theory data (ωB97M-V/def2-TZVPD) for a 2-piece molecular cluster, C3H9N2 overall.

Last column: Löwdin charge in e.
Positions of all 14 atoms, in Å:
C1 -0.0711 -1.8368 -0.6179  0.10
C2 1.1364 -1.4860 -1.1954  0.35
N1 -0.9029 -0.8103 -0.0193  0.20
H1 -0.4975 -2.8371 -0.6081  0.18
H2 1.8444 -2.2146 -1.5829  0.14
H3 1.4180 -0.4361 -1.2540  0.13
H4 -1.4946 -1.2331 0.7128  0.20
H5 -0.3646 0.0651 0.4081  0.09
H6 -1.5340 -0.4568 -0.7567  0.21
C3 0.0797 2.4613 0.6458  0.03
N2 -0.0454 1.3643 1.2707  0.04
H7 -0.0770 2.5407 -0.4275  0.09
H8 0.3724 3.3792 1.1560  0.12
H9 0.1361 1.5001 2.2684  0.11

The expectation value of S² is 0.75. As for the multiplicity: 2. As for the total charge: +2.

Name the least stable of them. <R>.

<P>
Density functional theory data (ωB97M-V/def2-TZVPD) for C3H5ClO as an isolated structure.

Last column: Löwdin charge in e.
Positions of all 10 atoms, in Å:
C1 0.6087 0.0253 0.0607  -0.68
C2 -0.0133 -1.0781 -0.7763  -0.25
C3 -0.2056 -0.8322 1.1514  -0.20
H1 1.7741 -0.0162 0.0336  0.12
H2 -0.4983 -0.8141 -1.6725  0.10
H3 0.8233 -1.7661 -0.9870  0.13
H4 0.5516 -1.3715 1.7071  0.11
H5 -0.9321 -0.3678 1.8563  0.13
O1 -0.9051 -1.5652 0.1994  -0.09
Cl1 0.1872 1.6569 -0.3028  0.63

As for the total charge: 0.

<Q>
Density functional theory data (ωB97M-V/def2-TZVPD) for C3H5ClO as an isolated structure.

Last column: Löwdin charge in e.
Positions of all 10 atoms, in Å:
C1 -0.6652 0.1335 -1.6951  -0.09
C2 0.5997 0.5245 -0.8601  -0.56
C3 0.6488 -0.0136 0.5872  -0.39
H1 -0.3188 0.0294 -2.9976  0.15
H2 -1.4648 0.9837 -1.5719  0.08
H3 -1.3913 -1.0124 -1.5096  0.15
H4 0.8704 0.7244 1.3369  0.06
H5 1.3615 -0.6859 0.4590  0.02
O1 1.3170 1.3489 -1.2208  0.13
Cl1 -0.7702 -0.8645 1.5210  0.45

As for the total charge: 0.

Name the least stable of them. <Q>.